# 1
Molecular formula: C35H41CoN4SeSi
Method: DFT, the ωB97M-V functional and the def2-TZVPD basis

CARTESIAN COORDINATES (ANGSTROEM)
Se: 0.2637 -2.0702 -0.3178
Co: 1.1580 0.3786 -0.8704
Si: 2.2397 0.4954 2.0622
N: 0.7183 0.9967 -2.3946
N: 0.0805 1.7850 0.7584
N: -0.8747 -3.3156 -2.6077
N: -2.2604 -3.3035 -0.9228
C: -0.1323 -1.7421 4.7235
C: -2.2627 -4.7336 -4.1753
C: -1.9597 -4.0678 -3.0024
C: -4.3414 -5.4359 -3.1398
C: -3.4727 -5.4228 -4.2222
C: -1.1012 1.0368 1.2605
C: -0.0180 3.0639 -5.3237
C: 5.9013 1.9016 4.6876
C: 5.1118 0.8484 5.1260
C: 5.5659 2.5593 3.5113
C: 0.6911 2.4685 -4.2978
C: 0.0526 1.5410 -3.4059
C: 4.0003 0.4559 4.3921
C: 0.2704 -3.0461 4.4691
C: 4.4541 2.1590 2.7863
C: -1.9929 1.8518 -4.7268
C: 2.7975 0.0459 0.3605
C: 1.0807 2.0056 1.8231
C: 1.8137 -2.2205 2.8217
C: -2.2654 3.2046 1.7617
C: -2.8446 -4.0634 -1.9174
C: -4.0454 -4.7490 -1.9636
C: -2.0175 0.2065 -2.8283
C: 2.1506 2.7537 -4.0944
C: -2.8611 -2.9987 0.3508
C: -2.4151 1.8091 1.1572
C: 1.2551 -3.2810 3.5204
C: -1.1133 3.9668 1.0704
C: -1.3628 2.7785 -5.5525
C: 1.4139 -0.9025 3.0482
C: -0.3266 3.0455 0.1313
C: 3.6425 1.1009 3.2065
C: 0.4404 -0.6888 4.0245
C: -1.3301 1.2389 -3.6784
C: -1.0289 -2.8708 -1.3290
H: -2.7264 1.8964 0.1141
H: 3.3987 -0.3743 4.7472
H: -1.1958 0.0925 0.7174
H: 1.5818 -4.2940 3.3165
H: -5.2701 -5.9878 -3.2018
H: -3.8181 -2.4957 0.2033
H: -3.1897 1.2474 1.6858
H: 2.5512 3.3318 -4.9310
H: -1.5902 -4.7164 -5.0223
H: 2.3244 3.3085 -3.1671
H: -3.0333 1.5924 -4.9136
H: 0.5706 3.5504 -0.2284
H: 0.6122 2.3712 2.7517
H: -4.7226 -4.7623 -1.1204
H: 3.1173 -1.0035 0.3109
H: 4.2145 2.6715 1.8592
H: -0.8952 -1.5473 5.4687
H: -0.0453 -3.1111 -3.1381
H: -1.4966 4.8043 0.4832
H: -3.2033 3.7562 1.6643
H: -0.9362 0.7815 2.3091
H: 2.7058 1.8179 -3.9985
H: -0.9171 2.8067 -0.7547
H: 3.6823 0.6375 0.1031
H: -2.1823 -2.3506 0.9008
H: -3.0213 -3.9129 0.9261
H: -3.7388 -5.9588 -5.1237
H: 0.4901 3.7698 -5.9771
H: -1.9009 3.2549 -6.3640
H: 0.1231 0.3235 4.2551
H: -1.6659 0.2755 -1.7959
H: -3.1050 0.3165 -2.8614
H: -0.4352 4.3848 1.8175
H: -1.7608 -0.8018 -3.1778
H: 6.7705 2.2084 5.2569
H: 6.1786 3.3806 3.1577
H: -2.0618 3.1093 2.8328
H: 1.7505 2.8029 1.4820
H: -0.1768 -3.8718 5.0099
H: 2.5751 -2.4207 2.0758
H: 5.3669 0.3309 6.0441

Computed properties:
expectation value of S²	3.79
electronic energy	-153772.622	eV
total charge	-1
multiplicity	4
ΔE to the lowest compared entry with this formula, charge and spin	5.9	kcal per mole

# 2
Molecular formula: C35H41GeN8O8PTl
Method: DFT, the ωB97M-V functional and the def2-TZVPD basis

CARTESIAN COORDINATES (ANGSTROEM)
Tl: 0.8806 -0.3511 -0.5093
Ge: -1.5551 -3.9274 -1.3122
P: -0.6459 4.5305 -1.2419
O: -0.6374 5.5142 1.2219
O: -2.6041 4.0101 6.8254
O: -0.6091 3.5882 0.1540
O: -1.2127 -2.7896 0.1999
O: -0.7689 1.3583 1.5688
O: -2.7727 -0.3525 3.6491
O: -0.6633 -0.4040 4.0764
O: -2.0994 5.8160 5.7454
N: -1.6982 0.1724 3.8132
N: 4.7209 -0.1207 -0.2519
N: -2.2146 4.6221 5.8594
N: -0.6667 -2.9094 2.3715
N: 2.7816 -0.1602 1.1045
N: 3.0464 -0.9513 -1.7048
N: -0.7544 4.3094 1.3283
N: -2.8783 -2.9577 1.7353
C: -1.0581 3.6170 2.4196
C: -2.6864 -6.3100 -0.1416
C: -1.1034 2.1406 2.4486
C: 1.0369 -5.0153 -0.5932
C: -3.7257 -7.1114 0.3070
C: 2.3018 -5.5146 -0.8597
C: 5.3502 -1.0782 -2.3366
C: 2.2502 -0.0349 2.3412
C: 3.6731 -1.9451 -3.8007
C: 0.8330 5.5202 -1.4090
C: 2.7472 -5.6078 -2.1713
C: -2.1651 5.4829 -1.3453
C: 1.0002 5.9966 -2.8601
C: -1.3777 4.4140 3.5836
C: -1.8385 3.8053 4.6852
C: -2.0954 6.9728 -1.0025
C: 1.9316 -5.2021 -3.2163
C: 4.9119 0.3493 2.0694
C: 4.0951 0.0139 0.9718
C: -5.3240 -5.4661 -0.4347
C: -5.0390 -6.6866 0.1644
C: -1.5965 -2.8983 1.4197
C: -0.6138 3.1580 -2.4150
C: 2.7440 -1.5646 -2.8672
C: -1.4221 3.3775 -3.6983
C: -1.6256 1.6400 3.7303
C: 0.2101 -4.5936 -1.6360
C: -2.9596 -5.0775 -0.7350
C: 5.0161 -1.6826 -3.5236
C: 4.3300 -0.7311 -1.4384
C: -4.2881 -4.6645 -0.8882
C: 4.3494 0.4756 3.3120
C: 0.6686 -4.6908 -2.9500
C: 2.9727 0.2708 3.4642
C: -1.9954 2.3800 4.7821
H: 2.2721 -5.2964 -4.2380
H: 5.7156 0.0414 -0.2030
H: -2.9158 4.9530 -0.7489
H: 3.3678 -2.4295 -4.7146
H: 2.9332 -5.8528 -0.0502
H: -3.5145 -8.0708 0.7569
H: 5.9753 0.4856 1.9276
H: 5.7896 -1.9581 -4.2261
H: 3.7272 -6.0140 -2.3781
H: 0.1425 6.5709 -3.2073
H: -5.8471 -7.3173 0.5077
H: -0.9656 2.2747 -1.8742
H: 1.1789 -0.1801 2.4099
H: 1.6903 -1.7537 -3.0408
H: -3.0862 7.3985 -1.1481
H: 0.4421 2.9955 -2.6468
H: -1.2471 2.5409 -4.3715
H: -2.0043 -2.8547 -2.3045
H: -1.1226 4.2841 -4.2227
H: -1.2889 5.4911 3.5511
H: -6.3510 -5.1547 -0.5660
H: -4.5200 -3.7300 -1.3890
H: 0.3004 -2.8463 2.1017
H: 0.6918 -4.9811 0.4350
H: -2.4748 5.3534 -2.3851
H: 6.3832 -0.8791 -2.0888
H: -3.1808 -3.0236 2.6945
H: 1.8691 6.6483 -2.9099
H: -0.8966 -2.8183 3.3484
H: 2.4868 0.3462 4.4249
H: -1.7976 7.1510 0.0266
H: -1.6648 -6.6588 -0.0402
H: -2.3835 1.9505 5.6964
H: 0.7616 6.3575 -0.7160
H: 1.1653 5.1697 -3.5487
H: 0.0387 -4.3851 -3.7786
H: 4.9699 0.7211 4.1631
H: -2.4899 3.4226 -3.4991
H: -1.4160 7.5022 -1.6669
H: 1.6759 4.8943 -1.0980
H: -3.5662 -3.0851 1.0076

Computed properties:
electronic energy	-135729.981	eV
total charge	+3

# 3
Molecular formula: C35H41N4O3S2Si2W
Method: DFT, the ωB97M-V functional and the def2-TZVPD basis

CARTESIAN COORDINATES (ANGSTROEM)
W: 0.0811 -0.1428 0.7553
S: 2.1099 -0.3017 2.3331
S: 0.5327 2.5885 -0.3590
Si: 0.4281 -2.2801 -2.0519
Si: 2.3807 -2.8998 0.6273
O: -1.4562 1.3327 1.1776
O: -1.6143 -0.1891 -0.6974
O: 1.4063 1.2062 -0.1251
N: -0.3151 0.4658 2.9853
N: -1.1233 -1.9128 1.3538
N: -2.6157 1.4460 0.5546
N: -2.6616 0.5849 -0.3816
C: 1.3988 5.1739 0.4292
C: -3.8294 0.5286 -1.1417
C: -5.9116 1.6770 -1.7400
C: 2.7925 4.1817 2.5659
C: 2.1181 2.7090 -2.6240
C: 3.7913 -1.9120 -0.0632
C: -2.4303 -3.6629 2.2180
C: -4.4424 -0.6907 -1.5968
C: 2.3037 3.3212 1.5963
C: 0.1161 3.9919 -2.6520
C: -2.1691 -2.3211 2.1427
C: -1.7839 -4.6760 1.4095
C: 1.2091 -0.6908 -2.6474
C: 2.3447 3.1382 -3.9212
C: 0.6910 -2.1954 -0.1510
C: -1.3021 0.9977 3.7140
C: 1.3460 -3.7323 -2.9305
C: -1.3775 -2.5267 -2.5022
C: 2.0495 6.0740 1.3162
C: 2.3557 -3.3620 2.4160
C: -4.5998 1.6903 -1.2977
C: 2.6979 -4.6022 -0.0956
C: -1.2655 0.8827 5.0801
C: 1.5562 3.7869 0.5656
C: -5.7533 -0.6612 -2.0980
C: 2.7108 5.5582 2.4330
C: 0.9831 3.1306 -1.9600
C: 1.6025 4.1618 -4.4867
C: 1.0185 -0.0487 4.9192
C: -0.9071 -4.1684 0.4524
C: -0.4200 -2.8072 0.5809
C: -0.0790 0.3722 5.6797
C: 0.9038 0.0264 3.5360
C: 0.4262 4.5763 -3.8952
C: -6.4846 0.4832 -2.2109
H: 2.9718 6.2528 3.2358
H: 2.0861 7.1454 1.1481
H: -2.0886 1.2143 5.6865
H: 2.5591 -4.4403 2.4734
H: 1.8732 4.5872 -5.4654
H: 2.4714 2.2697 1.6813
H: -2.1134 -2.7781 -1.7217
H: -4.0572 -1.7291 -1.2696
H: -6.2353 -1.5693 -2.4676
H: -6.4044 2.5995 -1.7401
H: 1.9447 -0.4586 5.4418
H: 3.2793 3.8172 3.4641
H: 2.4119 -3.5853 -3.1253
H: 1.2848 -4.6885 -2.3105
H: 4.4722 -1.6884 0.7732
H: 3.2240 -2.9301 2.9067
H: -2.0275 -5.7310 1.5528
H: -0.9235 4.2998 -2.2336
H: 1.4756 -3.0626 2.9837
H: 1.8574 -0.9066 -3.5199
H: 3.4481 -5.0027 0.6088
H: 0.8857 5.5627 -0.4521
H: -4.1345 2.6640 -1.1607
H: 4.3230 -2.5075 -0.8387
H: 0.4254 -0.0158 -3.0290
H: 1.8330 -0.1642 -1.8471
H: 3.2270 2.7976 -4.4722
H: -3.0727 -3.9693 3.0662
H: -2.6560 -1.5979 2.7408
H: -1.7887 -1.6181 -3.0220
H: -2.1726 1.4336 3.1898
H: 0.8567 -3.7397 -3.8868
H: 0.0277 0.3249 6.7631
H: -1.4686 -3.3907 -3.1721
H: -0.1403 5.4329 -4.2929
H: -0.5307 -4.7727 -0.3610
H: 3.6376 -0.9680 -0.5970
H: 1.8008 -5.2785 -0.1868
H: 3.2245 -4.6149 -1.0995
H: 2.9255 2.0538 -2.1878
H: -7.5253 0.4507 -2.4699

Computed properties:
expectation value of S²	2.02
electronic energy	-88305.391	eV
total charge	+1
multiplicity	3

# 4
Molecular formula: C35H41N8V
Method: DFT, the ωB97M-V functional and the def2-TZVPD basis

CARTESIAN COORDINATES (ANGSTROEM)
V: 0.4841 -1.5527 -0.7397
N: -2.6067 -0.2888 -0.2009
N: 1.4601 -2.5822 -2.1607
N: -2.4535 -2.3909 1.5084
N: 1.6645 3.8770 3.6867
N: -1.6452 -2.9838 -1.3098
N: 1.2056 0.0922 0.1864
N: -0.3900 -0.6425 -2.7209
N: 3.6144 3.8234 2.5994
C: 1.9727 2.1817 1.8697
C: 4.6829 5.7100 3.8728
C: -1.1237 0.5360 -3.1851
C: 0.7534 1.5261 2.0436
C: 0.5887 -4.0946 0.6672
C: 1.2483 -2.8653 0.9853
C: 2.4277 3.2939 2.7110
C: 2.1942 5.7961 5.2634
C: 1.4464 -3.4795 -4.2553
C: -3.6914 -3.7652 -0.1494
C: 4.4523 6.6222 4.8782
C: -0.2564 4.1846 -3.6822
C: 0.8612 -2.5520 2.3331
C: 2.4140 -4.1381 -3.4917
C: -0.9264 2.9740 -3.7007
C: -0.0087 -3.5242 2.7856
C: -3.9232 -0.8484 -0.6004
C: 2.8018 1.7439 0.8435
C: 1.0175 4.2681 -3.1321
C: 0.4227 0.4914 1.1986
C: 2.3776 0.7168 0.0232
C: 3.6516 4.8243 3.5548
C: -0.2031 -4.4784 1.7414
C: 2.3904 -3.5549 -2.2261
C: -0.3370 1.8290 -3.1681
C: -3.8109 -2.7901 1.0174
C: -4.5629 -1.5288 0.6104
C: 2.4361 4.8763 4.2467
C: 0.8704 -2.5322 -3.4093
C: -0.0081 -1.4511 -3.6674
C: -3.7979 -1.8348 -1.7640
C: 1.6133 3.1303 -2.6153
C: 0.9385 1.9157 -2.6381
C: -3.1086 -3.1589 -1.4277
C: 3.2230 6.6629 5.5622
H: -0.4504 -3.5645 3.7728
H: -1.2086 -3.8657 -1.0532
H: -2.1436 -1.6059 0.8985
H: 0.7501 -4.6709 -0.2340
H: 2.2341 -2.6082 0.5908
H: -0.3331 -1.2894 -4.6973
H: -0.7661 -5.3998 1.8134
H: -0.4981 -0.0596 1.3430
H: 2.9940 -3.8057 -1.3660
H: -2.7231 0.6446 0.1797
H: -4.7041 -4.1148 -0.3638
H: -2.0121 0.6823 -2.5607
H: 3.0844 7.3958 6.3456
H: 1.2470 -1.7301 2.9193
H: -1.2841 -2.7678 -2.2353
H: 1.5437 5.2129 -3.1221
H: 3.0665 -4.9332 -3.8107
H: 2.6119 3.1850 -2.2001
H: -4.8134 -2.0648 -2.0968
H: -0.7248 5.0649 -4.1019
H: -4.3098 -3.2878 1.8492
H: 5.2273 7.3242 5.1529
H: -1.9194 2.9162 -4.1331
H: 5.6237 5.6700 3.3420
H: -1.9972 -0.2078 -1.0077
H: -5.5870 -1.8171 0.3623
H: -1.7344 -3.1581 1.4811
H: -3.3269 -3.8664 -2.2339
H: 2.9912 0.3667 -0.7983
H: 1.2539 5.8354 5.7966
H: -4.6293 -0.8290 1.4478
H: 3.7589 2.2192 0.6894
H: 1.2002 -3.6489 -5.2911
H: 1.4124 1.0210 -2.2668
H: -2.4787 -2.0543 2.4682
H: -4.5839 -0.0404 -0.9285
H: 0.7149 3.6580 3.9263
H: -3.1170 -4.6465 0.1478
H: 0.0717 1.7861 2.8420
H: -1.5029 0.3732 -4.2009
H: -3.2977 -1.3573 -2.6101

Computed properties:
expectation value of S²	0.77
electronic energy	-74563.360	eV
total charge	+1
multiplicity	2
ΔE to the lowest compared entry with this formula, charge and spin	19.3	kcal per mole

# 5
Molecular formula: C35H42BClN3O16
Method: DFT, the ωB97M-V functional and the def2-TZVPD basis

CARTESIAN COORDINATES (ANGSTROEM)
Cl: 4.4539 6.9949 1.9503
O: -2.9094 -4.5580 0.7622
O: -6.7823 -12.7194 1.3577
O: -3.4696 -1.8944 4.5986
O: 5.3939 0.8874 -1.2197
O: -5.3686 -8.1003 -0.8115
O: 4.8567 0.9316 1.0140
O: -2.2917 -5.7833 -2.0358
O: -3.4810 -9.4527 0.6101
O: -8.6423 -11.4095 -0.1374
O: -0.7668 -0.9198 -0.5832
O: -3.9103 -3.7018 -2.7113
O: 0.8916 -2.9925 0.0143
O: 2.3346 -0.8097 -0.4531
O: -5.9886 -2.9140 4.7452
O: 2.7422 -0.3499 -2.8533
O: -5.4581 -5.5096 0.8586
N: -0.5668 4.9314 0.9186
N: 5.0429 6.9171 -3.2202
N: 2.2779 5.4833 0.0279
C: 4.8959 -0.5027 -1.3501
C: 2.2885 5.3583 2.7090
C: -3.1190 -3.1931 2.6724
C: 3.5159 3.4766 1.2345
C: -0.6500 -4.4497 -0.9988
C: -5.7995 -4.2348 2.8033
C: 4.8170 3.9128 -3.6905
C: 3.4172 6.3390 3.3215
C: -2.7529 -3.4835 -2.0321
C: -1.1042 5.9649 -0.0270
C: -3.6073 -4.1532 1.6781
C: 2.6265 4.9094 -1.2589
C: -6.4311 -11.6672 0.8537
C: -5.3034 -3.2929 3.8116
C: -5.0114 -4.6379 1.8038
C: 2.6785 4.8037 1.2482
C: 3.7026 3.0307 -2.8763
C: 5.6903 6.0070 -2.2103
C: 2.6498 7.5610 4.0581
C: -1.9149 -4.6728 -1.7069
C: -3.9080 -2.7871 3.6697
C: 5.9643 4.5199 -2.7487
C: 1.4727 6.7392 0.0122
C: 3.9067 2.8398 -0.1507
C: 0.1051 6.6372 -0.8476
C: -5.0769 -11.1288 1.0206
C: -5.7103 -9.1699 -0.3350
C: 4.7382 1.4907 -0.1169
C: -7.0565 -9.7189 -0.5222
C: 3.4155 3.5930 -1.4137
C: -1.1311 -2.0334 -0.9425
C: -2.3829 -2.2521 -1.6711
C: -7.3973 -10.8859 0.0295
C: -0.2801 -3.2191 -0.6417
C: -4.7357 -9.9639 0.4659
B: 3.2608 -0.5627 -1.5236
H: 6.7205 6.4792 -1.9711
H: -4.7049 -5.6441 0.2503
H: 1.8943 0.1553 -2.7863
H: 3.9186 1.9095 -2.9254
H: -1.8106 5.4019 -0.7459
H: -6.8194 -4.5804 2.9074
H: 2.2993 5.4603 -2.2164
H: -2.1039 -2.8358 2.5594
H: 1.2357 5.8064 2.6915
H: -0.0422 -5.3185 -0.7844
H: 0.9234 -2.0260 0.1595
H: -0.1120 4.1531 0.4230
H: -1.6433 6.8242 0.5239
H: -7.7485 -9.1412 -1.1203
H: 0.2293 6.0876 -1.8437
H: 5.4167 -1.0069 -2.2508
H: 4.2279 4.7120 -4.2818
H: -4.2218 -1.7654 5.2099
H: -8.6383 -12.2522 0.3578
H: 1.2283 7.1604 1.0454
H: -4.3800 -11.7136 1.6058
H: 2.1127 7.5387 -0.5203
H: 4.0254 6.8630 -3.0035
H: 6.9255 4.5743 -3.3907
H: 2.0019 7.2037 4.9337
H: 1.4618 -0.4175 -0.7308
H: 4.0781 5.7380 4.0387
H: 3.4696 8.2623 4.4429
H: 1.9397 8.1247 3.3479
H: -3.9505 -4.6689 -2.8525
H: -2.9825 -1.3809 -1.8989
H: 5.1527 -1.1504 -0.4432
H: 2.7225 3.1821 -3.4769
H: -0.1900 7.7261 -1.1063
H: 5.2955 3.2363 -4.4961
H: -3.4869 -8.6074 0.1197
H: 5.2757 7.9040 -2.9810
H: -1.2886 4.5761 1.5575
H: 3.8640 2.9350 2.1712
H: 5.1210 6.0284 -1.2021
H: 6.2370 3.8455 -1.8536
H: 2.2149 4.4167 3.3774

Computed properties:
electronic energy	-87394.020	eV
total charge	+1